60
Properties=species:S:1:pos:R:3:forces:R:3 method="wB97M-V/def2-TZVPD" energy_ev=-168369.704 gap_ev="8.06 / 5.93" spin_multiplicity=5 s_squared=6.034 lumo_ev="2.2 / 0.0" total_charge=-1 de_lowest_ev=0.898
Ru -0.270 -0.186 0.125 0.690 0.030 0.012
S -4.573 0.873 -1.716 0.036 0.028 -0.079
As -3.137 -0.327 -0.855 -0.292 0.187 -0.081
S -2.175 0.641 0.958 0.070 0.069 -0.057
S -1.122 -0.204 -1.942 -0.100 0.026 0.059
S -3.399 -2.296 -0.251 -0.013 -0.155 0.032
O 0.721 -3.312 -1.485 0.035 -0.155 -0.074
P 1.381 -2.645 -0.196 -0.180 0.196 0.206
O 2.548 -3.374 0.303 0.066 0.078 -0.071
O 1.477 -1.138 -0.511 -0.142 -0.272 -0.011
O 0.098 -2.670 0.835 0.212 -0.136 0.173
P 0.093 -2.038 2.366 0.091 0.179 -0.426
O -1.448 -2.200 2.686 -0.089 -0.274 0.045
O 0.979 -2.717 3.303 -0.020 0.191 0.138
O 0.353 -0.524 2.056 -0.061 -0.456 0.013
H 0.977 -4.242 -1.544 -0.040 0.116 0.026
H -2.007 -2.352 1.900 -0.020 0.180 0.002
C 2.072 5.554 0.925 0.010 0.025 0.033
C 3.152 4.772 0.224 -0.022 -0.004 0.024
C 4.239 5.490 -0.279 -0.019 0.027 -0.007
C 5.296 4.877 -0.930 0.003 -0.010 0.004
C 5.286 3.502 -1.094 -0.007 0.008 0.001
C 4.217 2.773 -0.600 -0.034 -0.007 -0.057
C 3.144 3.378 0.062 0.158 -0.079 -0.097
Sb 1.820 1.842 0.814 -0.330 0.459 -0.138
C 0.320 2.921 1.865 -0.055 0.122 0.104
C 0.144 2.743 3.233 0.002 -0.074 0.018
C -0.897 3.371 3.904 -0.007 0.008 -0.046
C -1.772 4.180 3.197 0.018 -0.010 0.035
C -1.622 4.329 1.825 -0.014 -0.015 -0.019
C -0.595 3.694 1.137 -0.067 -0.025 0.066
C -0.538 3.797 -0.364 0.034 -0.017 -0.059
C 3.134 1.137 2.311 0.002 -0.201 0.088
C 3.427 -0.221 2.208 -0.050 -0.065 0.129
C 4.214 -0.857 3.157 -0.022 0.010 -0.013
C 4.714 -0.124 4.219 -0.034 0.027 0.009
C 4.458 1.238 4.301 0.021 -0.003 0.010
C 3.681 1.896 3.352 0.185 0.042 -0.037
C 3.555 3.393 3.438 -0.086 0.043 -0.021
H 2.421 6.566 1.128 0.004 0.009 0.016
H 1.774 5.100 1.868 0.003 0.012 -0.044
H 1.170 5.634 0.317 0.053 0.038 0.025
H 4.252 6.565 -0.140 0.003 0.007 -0.008
H 6.123 5.471 -1.297 0.000 0.004 -0.011
H 6.101 2.998 -1.597 0.007 -0.005 0.000
H 4.229 1.695 -0.731 -0.015 -0.009 0.018
H 0.810 2.084 3.779 0.030 0.038 0.002
H -1.026 3.218 4.968 -0.001 0.001 0.008
H -2.585 4.681 3.707 -0.013 -0.006 0.000
H -2.333 4.932 1.271 0.000 0.003 -0.003
H -1.221 4.564 -0.728 0.006 0.009 0.002
H -0.836 2.851 -0.825 -0.023 -0.020 0.014
H 0.463 4.034 -0.735 -0.036 -0.064 0.005
H 3.013 -0.811 1.401 -0.014 -0.001 -0.017
H 4.390 -1.921 3.074 -0.005 -0.015 -0.004
H 5.295 -0.611 4.992 0.037 0.007 -0.011
H 4.874 1.812 5.121 -0.003 -0.002 0.010
H 3.789 3.739 4.445 0.000 0.009 0.018
H 2.555 3.750 3.187 0.050 -0.093 0.042
H 4.253 3.873 2.747 -0.014 -0.014 0.005

***

87
Properties=species:S:1:pos:R:3:forces:R:3 method="wB97M-V/def2-TZVPD" energy_ev=-62431.641 gap_ev=10.18 lumo_ev=-3.1 total_charge=+1 de_lowest_ev=0.000
F 2.054 -4.917 0.552 0.389 -1.341 0.112
C 1.725 -3.617 0.435 -0.663 0.587 0.139
C 1.300 -3.115 1.800 0.596 -0.079 -0.677
N 0.267 -2.086 1.717 1.554 -1.638 -1.800
N -0.237 -1.586 2.722 -0.703 0.832 3.176
N -1.143 -0.722 2.367 -0.889 0.857 2.404
C -1.174 -0.722 1.078 -1.888 2.035 -1.166
C -1.993 0.059 0.153 -0.641 -0.196 0.511
C -3.471 0.050 0.548 0.260 0.381 0.165
O -3.913 -1.137 1.149 -0.340 0.053 -0.052
C -3.816 -2.254 0.313 0.733 0.176 0.447
C -4.956 -3.222 0.540 1.347 1.060 0.640
F -4.478 -4.434 0.590 0.917 -2.306 -0.264
F -5.525 -3.000 1.688 -1.022 0.545 1.844
F -5.852 -3.177 -0.381 -1.905 0.243 -2.077
N -0.311 -1.557 0.642 2.023 -2.125 -1.543
H 0.923 -3.554 -0.288 -0.272 0.039 -0.394
H 2.571 -3.063 0.103 0.586 0.359 -0.453
H 2.182 -2.712 2.273 -0.037 0.355 0.412
H 0.940 -3.943 2.381 -0.468 -0.247 0.307
H -1.852 -0.325 -0.838 0.109 -0.047 -0.591
H -1.655 1.075 0.177 0.317 0.647 -0.196
H -4.040 0.315 -0.322 -0.419 -0.127 -0.619
H -3.645 0.838 1.253 -0.083 0.286 0.632
H -2.920 -2.796 0.583 0.424 -0.396 0.053
H -3.717 -1.989 -0.725 -0.313 0.145 -0.652
H -0.106 -1.783 -0.317 0.494 -0.090 -0.134
C -3.892 3.868 -1.505 0.095 0.394 0.234
C -3.259 2.601 -1.818 0.051 -0.260 -0.200
N -2.795 1.581 -2.080 -0.174 0.343 -0.096
H -3.430 4.322 -0.629 0.138 -0.097 0.000
H -3.800 4.569 -2.331 0.015 -0.071 -0.092
H -4.949 3.743 -1.299 -0.031 -0.149 -0.047
C 5.079 -1.007 -1.005 0.645 -0.070 -0.127
C 3.662 -0.787 -0.838 0.054 0.169 -0.009
N 2.541 -0.588 -0.706 -0.512 -0.160 0.141
H 5.642 -0.103 -0.774 -0.089 0.096 0.033
H 5.428 -1.795 -0.341 -0.108 -0.011 0.072
H 5.309 -1.298 -2.028 -0.114 -0.006 -0.043
C 2.946 -6.914 -2.603 -0.307 -0.283 -0.003
C 3.997 -5.911 -2.629 0.037 -0.004 -0.009
N 4.832 -5.125 -2.649 -0.002 0.136 0.152
H 3.345 -7.901 -2.828 0.116 0.033 -0.021
H 2.475 -6.956 -1.623 0.075 0.085 0.055
H 2.176 -6.689 -3.339 0.059 0.090 -0.056
C -3.094 -0.079 -5.048 -0.206 0.023 0.343
C -2.596 -0.127 -6.413 0.005 -0.022 -0.009
N -2.200 -0.166 -7.488 0.034 -0.010 -0.057
H -3.101 0.938 -4.665 0.079 0.052 -0.071
H -4.111 -0.463 -4.988 -0.014 -0.031 -0.143
H -2.474 -0.676 -4.383 0.104 -0.010 -0.078
C 2.150 3.277 -0.514 0.495 0.027 -0.207
C 0.734 3.468 -0.260 -0.222 0.077 0.035
N -0.386 3.627 -0.059 0.059 -0.147 0.010
H 2.726 4.167 -0.265 -0.132 0.053 0.069
H 2.547 2.459 0.076 -0.052 -0.128 0.177
H 2.333 3.046 -1.561 -0.164 0.011 -0.068
C 5.964 -4.554 0.788 0.392 -0.225 -0.339
C 5.009 -3.806 1.581 -0.012 -0.028 0.082
N 4.243 -3.215 2.196 0.114 0.066 -0.052
H 6.987 -4.308 1.067 -0.040 0.094 0.127
H 5.830 -5.626 0.919 -0.117 0.008 0.092
H 5.843 -4.334 -0.273 -0.104 0.010 -0.001
C -8.347 3.750 -2.338 -0.293 -0.268 0.013
C -7.269 4.724 -2.370 -0.084 0.112 -0.038
N -6.425 5.501 -2.394 0.017 -0.031 0.004
H -7.983 2.756 -2.591 0.102 0.031 -0.028
H -8.799 3.702 -1.349 0.063 0.092 0.050
H -9.127 4.012 -3.050 0.051 0.101 -0.047
C 2.116 5.618 3.175 -0.318 0.201 0.141
C 3.271 4.887 2.680 -0.065 0.033 0.037
N 4.177 4.306 2.285 0.097 -0.071 -0.088
H 1.191 5.202 2.777 0.049 -0.085 -0.062
H 2.063 5.572 4.261 0.095 -0.068 0.018
H 2.166 6.665 2.885 0.105 -0.004 -0.057
C 8.263 4.681 1.646 0.147 0.338 0.318
C 7.875 3.684 0.666 0.026 0.140 0.149
N 7.576 2.897 -0.109 -0.143 -0.300 -0.232
H 8.099 4.322 2.660 -0.064 -0.140 -0.039
H 9.317 4.932 1.546 0.028 -0.072 -0.094
H 7.688 5.597 1.526 -0.091 -0.048 -0.119
C -4.183 -0.198 4.568 -0.146 -0.428 -0.178
C -3.670 1.081 5.028 0.003 -0.008 0.038
N -3.262 2.089 5.391 0.048 0.076 -0.034
H -4.238 -0.919 5.381 0.045 0.106 0.120
H -5.183 -0.097 4.151 -0.015 0.133 0.019
H -3.542 -0.618 3.795 0.072 0.097 -0.016

***

18
Properties=species:S:1:pos:R:3:forces:R:3 method="wB97M-V/def2-TZVPD" energy_ev=-16162.758 gap_ev=11.35 smiles=c1nnnn1CCn1cnnn1 lumo_ev=0.3 de_lowest_ev=3.269
C 1.340 -0.917 -1.051 -0.042 0.412 -0.165
N 2.096 -1.876 -0.621 0.400 0.577 1.241
N 2.679 -1.342 0.534 -0.745 0.151 -0.818
N 2.266 -0.148 0.733 0.239 0.322 -0.117
N 1.447 0.190 -0.297 0.194 -0.455 0.677
C 0.646 1.423 -0.403 1.436 0.288 1.251
C -0.608 1.349 0.465 0.318 0.148 1.482
N -1.290 0.077 0.214 0.316 1.571 0.535
C -1.348 -1.028 0.973 -0.511 -0.478 2.268
N -2.306 -1.821 0.486 1.678 1.512 -0.795
N -2.697 -1.157 -0.650 -1.416 -1.057 -0.137
N -2.144 -0.019 -0.795 0.118 -0.863 0.140
H 0.653 -0.940 -1.851 -0.368 -0.240 -0.928
H 1.257 2.338 -0.104 -0.622 -1.356 -0.476
H 0.402 1.471 -1.449 -0.323 0.323 -0.412
H -0.376 1.241 1.600 -0.061 0.903 -2.002
H -1.209 2.303 0.217 0.393 -1.938 0.657
H -0.807 -1.146 2.001 -1.003 0.180 -2.401

***

18
Properties=species:S:1:pos:R:3:forces:R:3 method="wB97M-V/def2-TZVPD" energy_ev=-8795.098 gap_ev=8.88 lumo_ev=0.2 de_lowest_ev=2.521
H 0.731 1.150 -2.008 -0.034 -0.323 0.100
N 0.738 1.557 -1.074 0.396 0.105 0.047
C 1.316 0.835 -0.204 0.495 1.153 -0.331
N 1.808 -0.429 -0.377 -0.350 -1.026 0.015
C 2.974 -0.871 -0.239 0.045 0.158 -0.047
H 1.432 1.254 0.799 -0.179 -0.201 0.053
H 3.855 -0.254 -0.066 0.047 0.166 0.087
H 3.123 -1.945 -0.304 0.079 -0.031 -0.104
C -1.598 -1.230 -0.031 -0.096 0.196 0.279
C -1.575 -0.007 0.878 0.839 -0.256 -0.037
N -1.957 1.174 0.139 0.442 0.727 -0.787
H -1.406 -2.134 0.541 0.058 -0.153 0.022
H -0.829 -1.139 -0.793 0.063 -0.036 -0.152
H -2.568 -1.312 -0.513 -0.103 -0.032 -0.078
H -2.273 -0.142 1.709 0.230 0.004 0.040
H -0.522 0.097 1.263 -0.837 -0.262 0.240
H -2.083 1.956 0.774 0.006 -0.025 -0.108
H -1.166 1.441 -0.494 -1.099 -0.165 0.762